Density functional theory data (ωB97M-V/def2-TZVPD) for a cluster of 3 separate species, C34H59IN3O6S2 in total.

Positions of all 105 atoms, in Å:
C: -2.0252 2.2636 4.4120
N: -2.0723 1.9519 2.9794
C: -0.7746 2.2751 2.3826
C: -0.7838 2.0259 0.9250
C: -0.0905 1.0610 0.2814
N: -0.4014 1.1160 -1.0461
C: -1.2808 2.0939 -1.2508
C: -1.8656 2.4235 -2.5625
C: -0.8956 2.2943 -3.7607
O: -1.3095 1.3102 -4.6594
C: -1.2049 -0.0250 -4.2369
C: 0.1869 -0.6845 -4.4544
O: 1.2025 0.2660 -4.7225
C: 2.4132 0.1959 -4.0672
C: 3.0850 -1.0151 -3.8910
C: 4.3744 -1.0183 -3.3769
C: 5.0486 0.1594 -3.0407
C: 6.5165 0.0889 -2.6196
C: 7.1368 1.4716 -2.5117
C: 7.2437 -0.6120 -3.7870
C: 6.7756 -0.7756 -1.3731
C: 6.2557 -0.3974 0.0139
C: 4.7363 -0.3085 0.0756
C: 6.6899 -1.5304 0.9497
C: 6.8787 0.8915 0.5724
C: 4.3414 1.3498 -3.1821
C: 3.0408 1.3760 -3.6937
N: -1.5109 2.6741 -0.0643
C: -2.4549 3.8018 0.0576
C: -2.0611 4.8887 1.0512
C: -2.8630 4.9273 2.3477
I: -2.2764 6.7651 0.0212
H: -1.9363 3.3323 4.5543
H: -1.1544 1.8210 4.8966
H: -2.9062 1.8768 4.9016
H: -2.1333 0.9390 2.9441
H: -0.4774 3.2813 2.6526
H: 0.0126 1.6337 2.7817
H: 0.5823 0.3392 0.6814
H: 0.0144 0.5113 -1.7368
H: -2.2524 3.4295 -2.5309
H: -2.7155 1.7723 -2.7367
H: -0.9118 3.2246 -4.3092
H: 0.1255 2.1508 -3.4288
H: -1.5400 -0.1446 -3.2035
H: -1.9148 -0.5741 -4.8391
H: 0.4531 -1.3098 -3.6057
H: 0.0987 -1.3322 -5.3173
H: 2.6227 -1.9350 -4.2011
H: 4.8716 -1.9687 -3.2850
H: 8.1877 1.3886 -2.2666
H: 6.6669 2.0954 -1.7645
H: 7.0627 1.9856 -3.4638
H: 6.9355 -0.1800 -4.7302
H: 7.0279 -1.6736 -3.7938
H: 8.3139 -0.4967 -3.6715
H: 7.8569 -0.8492 -1.2767
H: 6.4352 -1.7823 -1.5987
H: 4.3895 -0.5747 1.0700
H: 4.3917 0.6848 -0.1842
H: 4.2706 -0.9885 -0.6316
H: 6.3705 -2.4947 0.5697
H: 6.2728 -1.3882 1.9383
H: 7.7710 -1.5502 1.0343
H: 7.8023 1.1513 0.0733
H: 7.1031 0.7819 1.6266
H: 6.2119 1.7416 0.4796
H: 4.7944 2.2939 -2.9424
H: 2.5470 2.3178 -3.8590
H: -2.4785 4.2405 -0.9217
H: -3.4469 3.4146 0.2563
H: -1.0042 4.8346 1.2590
H: -3.5456 5.7613 2.3753
H: -2.2115 4.9791 3.2079
H: -3.4447 4.0211 2.4562
C: -6.6559 0.9639 4.3316
C: -6.7375 1.2995 2.8354
C: -5.5099 0.6722 2.1594
S: -5.0748 -0.7614 3.1578
O: -3.7761 -0.5258 3.7479
O: -5.3246 -1.9705 2.4176
C: -6.3261 -0.5240 4.4121
H: -7.5856 1.1895 4.8491
H: -5.8606 1.5463 4.8016
H: -7.6488 0.8730 2.4144
H: -6.7701 2.3740 2.6644
H: -5.7103 0.3321 1.1466
H: -4.6481 1.3405 2.1695
H: -5.9262 -0.8412 5.3719
H: -7.1788 -1.1431 4.1369
C: -4.0986 -4.9933 1.8699
C: -2.8305 -5.7545 2.2857
C: -3.0878 -7.2480 2.0452
S: -4.2798 -7.3366 0.6967
O: -5.5035 -7.9048 1.1977
O: -3.6492 -7.8736 -0.4809
C: -4.5012 -5.5681 0.5166
H: -3.9350 -3.9212 1.8117
H: -4.8926 -5.1671 2.5980
H: -1.9893 -5.4239 1.6728
H: -2.5710 -5.5669 3.3263
H: -2.1968 -7.7928 1.7461
H: -3.5433 -7.7303 2.9070
H: -5.5332 -5.3713 0.2377
H: -3.8293 -5.2388 -0.2755

For the HOMO energy, the calculation gives -10.7 eV. Its total energy is -3040.43891 a.u. Its charge is +1. Its spin multiplicity is 1.

Atomic partial charges in e from the Mulliken method, atoms 1 to 2: atom 1 (C): -1.141, atom 2 (N): 0.174

Density functional theory data (ωB97M-V/def2-TZVPD) for a structure of composition C34H60AsGeN5O6S2Si3Sn in a non-equilibrium geometry.

Positions of all 113 atoms, in Å:
Sn: -1.1793 0.3762 -0.0441
O: 1.2388 -0.0482 4.1236
As: 2.7581 0.5996 3.4747
O: 4.9094 1.9513 1.5400
O: 2.8221 -0.3157 1.9447
C: 2.1825 2.5152 3.3769
C: 2.9516 3.1886 4.3280
C: 2.8447 4.5510 4.5601
C: 1.9429 5.2949 3.8379
C: 1.1397 4.6688 2.9025
C: 1.2527 3.3030 2.6615
S: 0.0867 2.7547 1.4544
O: -0.8403 3.8362 1.2935
O: 0.8219 2.4240 0.2272
O: -0.5349 1.4910 1.9520
H: 0.5070 0.2286 3.5545
H: 3.6673 2.6197 4.9152
H: 3.4619 5.0220 5.3138
H: 1.8448 6.3582 4.0080
H: 0.4018 5.2325 2.3505
C: -0.1312 -3.3979 2.4282
C: -1.3461 -3.7216 3.0087
C: -2.4619 -2.9428 2.7480
C: -2.3469 -1.8533 1.8935
N: -1.1670 -1.5701 1.3200
C: -0.0873 -2.3011 1.5903
C: -3.4469 -0.8934 1.6073
C: -4.7442 -1.1265 2.0639
C: -5.7306 -0.1698 1.8859
C: -5.4131 1.0387 1.2823
C: -4.1280 1.2560 0.7996
C: -3.1379 0.2871 0.9184
H: 0.7664 -3.9614 2.6349
H: -1.4235 -4.5659 3.6808
H: -3.4020 -3.1695 3.2267
H: 0.8343 -1.9685 1.1321
H: -4.9956 -2.0488 2.5705
H: -6.7332 -0.3560 2.2464
H: -6.1642 1.8137 1.1938
H: -3.8874 2.2106 0.3488
C: 2.8565 -3.8989 -0.7847
Si: 2.5879 -2.2309 -1.6103
C: 1.3437 -2.5395 -2.9710
C: 4.1586 -1.7167 -2.5086
Ge: 3.5756 -0.4306 0.3038
Si: 5.1243 -2.1171 1.2194
C: 5.9369 -1.1066 2.5735
C: 4.4108 -3.6661 2.0193
C: 6.4700 -2.5918 -0.0043
Si: 4.4111 1.4228 -1.0510
C: 4.6540 2.6966 0.3369
C: 3.2993 2.0518 -2.4093
C: 6.1097 1.0570 -1.7586
H: 2.6452 -4.6786 -1.5240
H: 2.2223 -4.0710 0.0849
H: 3.8890 -4.0241 -0.4694
H: 1.7642 -3.3815 -3.5339
H: 1.2274 -1.6904 -3.6376
H: 0.3544 -2.8163 -2.6207
H: 4.4931 -2.5728 -3.1048
H: 4.9771 -1.4365 -1.8526
H: 3.9624 -0.8945 -3.1961
H: 5.2719 -0.9660 3.4259
H: 6.2494 -0.1217 2.2255
H: 6.8243 -1.6442 2.9201
H: 3.3262 -3.6775 2.1015
H: 4.8212 -3.7321 3.0293
H: 4.7117 -4.5647 1.4803
H: 6.9442 -1.7041 -0.4263
H: 6.1093 -3.2055 -0.8308
H: 7.2468 -3.1623 0.5106
H: 5.1168 2.5708 2.2495
H: 3.7832 3.3483 0.4490
H: 5.5216 3.3254 0.1097
H: 2.3229 2.3428 -2.0388
H: 3.1558 1.3076 -3.1937
H: 3.7875 2.9168 -2.8688
H: 6.7464 0.4834 -1.0838
H: 6.6031 2.0169 -1.9320
H: 6.0615 0.5336 -2.7118
C: -3.8186 5.3297 -1.5681
N: -4.2599 4.0053 -1.9446
C: -5.5694 3.7615 -2.5405
C: -5.6176 2.2280 -2.6246
N: -4.2162 1.8698 -2.4341
C: -3.5068 2.9004 -1.9422
S: -1.9047 2.8455 -1.4001
H: -4.6457 5.8534 -1.0901
H: -3.4923 5.9017 -2.4396
H: -2.9915 5.2418 -0.8669
H: -5.6397 4.2338 -3.5240
H: -6.3541 4.1724 -1.9053
H: -5.9840 1.8807 -3.5888
H: -6.2402 1.7970 -1.8360
H: -3.9205 0.9075 -2.3036
C: -4.6196 -3.3853 -1.5433
C: -4.6729 -2.0956 -2.3659
C: -6.0795 -1.5098 -2.3112
C: -4.2609 -2.3540 -3.8099
N: -3.7975 -1.0410 -1.7990
N: -2.4407 -1.4221 -1.5681
H: -5.4011 -4.0717 -1.8689
H: -4.7818 -3.1745 -0.4824
H: -3.6701 -3.9128 -1.6569
H: -6.7971 -2.1982 -2.7559
H: -6.1265 -0.5683 -2.8615
H: -6.3845 -1.3232 -1.2782
H: -4.9576 -3.0447 -4.2845
H: -3.2691 -2.8071 -3.8741
H: -4.2555 -1.4235 -4.3792
H: -4.1646 -0.7824 -0.8865
H: -1.9900 -1.5460 -2.4663
H: -2.3805 -2.3111 -1.0711

For the HOMO energy (alpha / beta), the calculation gives -9.2 / -9.1 eV. Its total energy is -8248.49424 a.u. The expectation value of S² is 0.757. The value obtained for the energy above the lowest of the compared OMol25 structures with the same formula, charge and spin is 2.571 eV. Its charge is +1. Its spin multiplicity is 2.

Atomic partial charges in e from the Mulliken method, atoms 1 to 2: atom 1 (Sn): 1.125, atom 2 (O): -0.634

> Look up the total energy of the first one.

-3040.43891 a.u.